Entry 1:
# C40H44BiBrN8O2PS2

C40H44BiBrN8O2PS2 as an isolated structure in a non-equilibrium geometry (ωB97M-V/def2-TZVPD, the OMol25 dataset).

Last column: Löwdin charge in e.
Positions of all 99 atoms, in Å:
Bi -0.26524 -0.48663 -0.05509  1.695
Br -0.56198 -7.70146 -0.46182  0.703
C -0.71573 -5.88779 0.10705  -0.703
C -0.19711 -5.53267 1.36551  -0.127
C -0.32816 -4.23476 1.74955  -0.023
C -0.99385 -3.20632 0.93058  -0.449
O -1.19326 -2.03580 1.40336  -0.216
C -1.53016 -3.64279 -0.33188  -0.181
C -2.31431 -2.72867 -1.20603  -0.080
N -1.86620 -1.62428 -1.67168  -0.034
C -2.78223 -0.71456 -2.27806  -0.216
C -3.26360 -0.96333 -3.53419  -0.031
C -4.18204 -0.08665 -4.15145  -0.085
C -4.62340 1.02260 -3.49888  -0.049
C -4.15673 1.31836 -2.19451  -0.163
C -4.62386 2.43510 -1.45467  -0.019
C -4.17934 2.64235 -0.18691  -0.031
C -3.23219 1.74468 0.36102  -0.135
N -2.74526 0.73632 -0.30866  0.026
C -3.20833 0.48117 -1.57045  -0.176
C -1.37135 -4.99375 -0.68904  -0.134
H 0.24033 -6.27390 2.01880  0.105
H -0.05322 -3.83880 2.71918  0.130
H -3.35377 -3.01820 -1.40516  0.143
H -2.92200 -1.84909 -4.05554  0.113
H -4.54351 -0.31240 -5.14644  0.101
H -5.34530 1.68255 -3.96505  0.109
H -5.35330 3.10129 -1.90080  0.113
H -4.53281 3.47264 0.40890  0.108
H -2.84800 1.87456 1.36751  0.065
H -1.77738 -5.33365 -1.63658  0.115
C -0.09945 2.32082 -2.15453  -0.159
C 0.57720 3.31465 -3.13803  -0.151
N 1.90823 2.83490 -3.50614  -0.164
C 2.71180 2.69997 -2.28863  -0.141
C 2.04930 1.71059 -1.29097  -0.158
N 0.80312 1.19202 -1.87912  -0.247
C 1.06495 0.52928 -3.17811  -0.163
C 1.75018 1.53589 -4.14342  -0.156
H -1.03948 1.93901 -2.56240  0.105
H -0.32802 2.82026 -1.20911  0.110
H 0.66736 4.30062 -2.67950  0.117
H -0.02160 3.43454 -4.04453  0.111
H 2.82227 3.68633 -1.83522  0.116
H 3.71278 2.35725 -2.56111  0.112
H 1.81296 2.18879 -0.33991  0.100
H 2.70696 0.87624 -1.05890  0.093
H 0.11911 0.17356 -3.60070  0.113
H 1.66216 -0.37155 -3.03148  0.056
H 1.15254 1.67213 -5.04819  0.111
H 2.72589 1.15697 -4.45929  0.114
S 0.18271 4.96271 1.96286  0.070
P 0.01146 3.30258 3.04945  0.006
S -0.18413 1.65524 1.94973  0.206
C 1.46104 3.08930 4.13547  -0.380
C 1.80163 4.09819 5.03392  -0.103
C 2.89287 3.94476 5.87265  -0.102
C 3.65461 2.78246 5.81520  -0.109
C 3.32200 1.78067 4.91660  -0.089
C 2.22453 1.92901 4.07478  -0.097
C -1.38052 3.43497 4.23008  -0.381
C -2.12771 4.59964 4.33546  -0.118
C -3.17503 4.67874 5.24776  -0.101
C -3.47649 3.59468 6.05770  -0.110
C -2.73126 2.42482 5.95326  -0.096
C -1.68961 2.34549 5.04367  -0.097
H 1.21276 5.00785 5.06375  0.099
H 3.15529 4.73420 6.56666  0.093
H 4.51217 2.66481 6.46720  0.091
H 3.91864 0.87854 4.86052  0.098
H 1.96338 1.15417 3.36023  0.061
H -1.88533 5.43661 3.69140  0.052
H -3.75729 5.58971 5.31932  0.093
H -4.29461 3.65531 6.76549  0.092
H -2.96777 1.57140 6.57691  0.096
H -1.11471 1.43130 4.94901  0.101
C 1.47715 -3.55951 -0.24573  -0.194
N 2.37821 -4.58444 -0.78642  -0.054
C 3.66144 -3.95034 -1.08572  -0.174
N 3.53416 -2.86105 -2.05616  -0.079
C 2.62320 -1.86990 -1.48902  -0.196
N 1.29385 -2.46760 -1.21418  -0.119
C 0.77617 -3.04821 -2.47224  -0.169
N 1.68306 -4.04297 -3.04247  -0.081
C 1.85664 -5.10810 -2.04690  -0.171
C 2.97365 -3.40528 -3.28667  -0.182
H 1.91497 -3.13620 0.66192  0.131
H 0.46007 -3.86508 0.09257  0.044
H 4.35312 -4.70171 -1.47741  0.120
H 4.09016 -3.55267 -0.16413  0.129
H 2.50935 -0.97754 -2.10322  0.074
H 3.02874 -1.49309 -0.54947  0.105
H 0.63796 -2.24957 -3.20507  0.111
H -0.18735 -3.51170 -2.30839  0.091
H 2.54003 -5.86545 -2.44000  0.124
H 0.89838 -5.59329 -1.87893  0.076
H 2.85861 -2.60643 -4.02515  0.122
H 3.66313 -4.14216 -3.70800  0.119
O 1.51170 -0.57321 0.81247  -0.794

- Highest occupied orbital energy: -4.396 eV
- Relative energy (zero: lowest compared OMol25 entry of this formula, charge and spin): 76.9 kcal per mole
- Largest force on an atom: 4.18 eV/A
- HOMO-LUMO gap: 6.31 eV
- Spin multiplicity: 1
- Charge: -1
- LUMO: 0.070 hartree


Entry 2:
# C6H7BrN4

A 2-piece molecular cluster, C6H7BrN4 overall in a non-equilibrium geometry (ωB97M-V/def2-TZVPD, the OMol25 dataset).

Last column: Löwdin charge in e.
Positions of all 18 atoms, in Å:
C 2.70906 -0.92131 0.53289  -0.097
C 1.54977 0.07098 0.54975  -0.154
N 0.47612 -0.14751 -0.19576  0.077
C -0.57301 0.61822 -0.28870  -0.330
C -1.62820 0.75029 -1.31839  -0.041
N -2.54038 1.66163 -0.81759  0.003
C -2.05423 1.94606 0.42333  -0.378
N -1.01750 1.51902 0.71479  0.128
H 2.54830 -1.84440 1.18994  0.097
H 2.81905 -1.23920 -0.53700  0.079
H 3.62128 -0.35493 0.75423  0.058
H 1.79854 0.98969 1.11870  0.113
H -1.55837 0.78294 -2.45454  0.124
H -3.52960 1.72061 -1.14730  0.108
H -2.55431 2.87859 0.85461  0.148
N -3.55439 -1.22109 1.74817  0.083
C -4.01325 -0.76819 0.75282  -0.767
Br -5.49211 0.01091 -0.00772  0.750

- Highest occupied orbital energy: -7.787 eV
- Relative energy (zero: lowest compared OMol25 entry of this formula, charge and spin): 78.8 kcal per mole
- Largest force on an atom: 13.86 eV/A
- SMILES: C/C=N/c1c[nH]cn1.N#CBr
- HOMO-LUMO gap: 7.07 eV
- Spin multiplicity: 1
- LUMO: -0.026 hartree


Entry 3:
# C10H16F9N4O2PSSi

A 2-piece molecular cluster, C10H16F9N4O2PSSi overall in a non-equilibrium geometry (ωB97M-V/def2-TZVPD, the OMol25 dataset).

Last column: Löwdin charge in e.
Positions of all 44 atoms, in Å:
N 0.84161 -0.32516 0.68221  -0.353
P 0.88618 -0.95626 -0.83465  0.618
Si 1.07713 -3.18490 -0.78268  0.506
F 2.20110 -3.64218 -2.10172  -0.290
C 1.87456 -3.83647 0.84880  -0.347
N 3.20724 -3.07215 0.99772  -0.096
C -0.66494 -3.89997 -1.18040  -0.343
C -1.05608 -5.27546 -0.37846  -0.507
S -1.63365 -4.97259 1.39948  0.820
C -2.37235 -3.23987 1.56994  -0.479
N -1.96953 -2.09092 2.47046  0.017
N -2.88739 -1.09489 2.07560  -0.031
C -3.82331 -1.57964 0.95694  -0.025
O -3.48901 -2.98180 0.64193  -0.122
H 0.93340 -1.09279 1.39868  -0.047
H 2.02630 -0.43391 -1.55609  -0.014
H -0.34344 -0.64650 -1.53780  -0.022
H 2.10930 -5.00499 0.77824  0.109
H 1.19920 -3.62144 1.79071  0.081
H 3.15563 -2.39541 1.79054  0.069
H 4.00901 -3.73380 1.07900  0.069
H -0.66371 -4.15848 -2.34587  0.106
H -1.49079 -3.04560 -1.07072  0.080
H -1.99319 -5.76696 -0.93066  0.093
H -0.21754 -6.09957 -0.37024  0.097
H -4.69030 -1.01375 0.40719  0.141
F 0.10699 5.83506 0.63508  0.087
C -0.26262 6.22733 -0.60248  -0.294
F -1.35065 7.02606 -0.43545  0.090
C -0.59422 5.05279 -1.51771  -0.431
F -1.67555 4.36148 -1.06779  0.123
F -0.96091 5.55661 -2.73799  0.098
C 0.56287 4.07198 -1.76233  -0.058
O 0.57891 2.89633 -0.94652  0.013
C 1.16492 3.05810 0.34444  -0.485
F 1.81644 4.24450 0.38934  0.116
F 2.12846 2.10152 0.43566  0.106
C 0.15566 2.88400 1.48681  -0.276
F -0.88362 3.75036 1.37779  0.078
F 0.73523 3.12570 2.69209  0.091
H 0.53287 6.84337 -1.02404  0.173
H 0.43349 3.68928 -2.78246  0.148
H 1.53894 4.57084 -1.78136  0.145
H -0.25264 1.87015 1.49874  0.145

- Highest occupied orbital energy: -8.611 eV
- Relative energy (zero: lowest compared OMol25 entry of this formula, charge and spin): 141.8 kcal per mole
- Largest force on an atom: 8.36 eV/A
- SMILES: N=[PH2][Si@@](F)(CN)CCSc1nnco1.FC(F)C(F)(F)COC(F)(F)C(F)F
- HOMO-LUMO gap: 8.01 eV
- Spin multiplicity: 1
- LUMO: -0.022 hartree


Entry 4:
# C13H10ClNO6Pt

C13H10ClNO6Pt as an isolated structure in a non-equilibrium geometry (ωB97M-V/def2-TZVPD, the OMol25 dataset).

Last column: Löwdin charge in e.
Positions of all 32 atoms, in Å:
Pt 0.22062 -0.13761 -0.35642  1.380
O -3.74898 0.94510 0.57927  0.186
C -2.62513 0.59704 0.44782  -0.509
O -1.52007 1.06980 0.20897  -0.062
C -2.46109 -1.27767 0.74708  -0.534
O -3.53679 -1.75484 0.83566  0.185
O -1.27507 -1.53161 0.81579  -0.023
Cl 3.59215 0.14844 -5.30153  0.718
C 3.11449 -0.23113 -3.69561  -0.662
C 2.35732 -1.38153 -3.45782  -0.098
C 1.97897 -1.70307 -2.18122  -0.048
C 2.31919 -0.85724 -1.07472  -0.419
C 1.97201 -1.22782 0.26404  -0.124
C 3.12530 0.29332 -1.35748  -0.040
C 3.49941 0.60092 -2.63922  -0.090
H 2.09499 -2.02625 -4.28440  0.115
H 1.41147 -2.60102 -1.98484  0.129
H 2.51297 -0.73923 1.06868  0.076
H 1.70037 -2.26379 0.44450  0.079
H 3.43986 0.92464 -0.53963  0.123
H 4.10650 1.47001 -2.84001  0.115
O 0.41404 1.35046 -2.21866  -0.008
C -0.29688 0.59316 -2.88108  -0.533
C -0.68338 0.73150 -4.33214  -0.066
C -1.47220 -0.54689 -4.58632  -0.065
C -1.56017 -1.24623 -3.21555  -0.489
O -2.15223 -2.26363 -2.99568  0.100
N -0.80910 -0.51520 -2.33768  0.072
H 0.20563 0.81972 -4.95685  0.117
H -1.27457 1.63732 -4.45383  0.129
H -0.95685 -1.23149 -5.26116  0.123
H -2.47815 -0.38363 -4.96628  0.123

- Highest occupied orbital energy (spin up / spin down): -8.255 / -9.984 eV
- Largest force on an atom: 1.95 eV/A
- HOMO-LUMO gap (spin up / spin down): 8.37 / 7.42 eV
- Spin multiplicity: 5
- LUMO (spin up / spin down): 0.004 / -0.094 hartree


Going through the records in order, we get E values of -165051.58838; -82334.16537; -73137.93462; -43184.09726 eV.